(1)
Density functional theory data (ωB97M-V/def2-TZVPD) for a molecular structure, C15H18BrN2OPdSi at a distorted geometry.

Calculated values
HOMO-LUMO gap	7.4	eV
highest occupied orbital energy	-0.6748	Eh
energy above the lowest of the compared OMol25 structures with the same formula, charge and spin	0.0	kcal/mol
charge	+3

XYZ file:
```
39
Properties=species:S:1:pos:R:3:lowdin_charge:R:1
Pd -0.846 -0.079 -0.217 0.84
O -6.402 -1.896 1.454 0.18
C -5.148 -1.645 1.166 -0.26
C -4.067 -2.480 1.495 0.06
C -2.796 -2.102 1.144 -0.07
N -2.546 -0.952 0.488 -0.14
C -3.599 -0.190 0.162 -0.66
Br -3.057 1.330 -0.881 0.91
C -4.896 -0.451 0.458 0.03
H -6.540 -2.732 1.924 0.16
H -4.221 -3.415 2.016 0.14
H -1.947 -2.726 1.384 0.12
H -5.709 0.197 0.160 0.15
C 4.498 2.795 -2.001 -0.11
Si 3.205 1.646 -2.537 0.88
C 3.339 0.847 -4.158 -0.12
C 0.757 2.375 -2.427 0.04
C 1.762 1.231 -1.563 -0.25
C 0.745 0.742 -1.008 -0.03
H 4.823 3.389 -2.859 0.08
H 5.345 2.158 -1.703 0.09
H 4.254 3.442 -1.160 0.07
H 3.686 1.553 -4.918 0.08
H 2.443 0.329 -4.497 0.07
H 4.134 0.091 -4.064 0.09
H 1.398 2.843 -3.183 0.09
H 0.396 3.038 -1.653 0.10
H -0.051 1.789 -2.843 0.09
C 1.560 -1.303 3.709 0.01
C 1.160 0.007 3.482 0.00
C 0.511 0.319 2.306 -0.09
N 0.251 -0.626 1.384 -0.11
C 0.641 -1.895 1.588 -0.11
C 1.299 -2.266 2.743 0.00
H 2.071 -1.570 4.625 0.14
H 1.341 0.786 4.210 0.14
H 0.171 1.323 2.097 0.12
H 0.432 -2.609 0.803 0.13
H 1.600 -3.296 2.874 0.14
```



(2)
Density functional theory data (ωB97M-V/def2-TZVPD) for 6 unconnected molecules or ions with the total composition C37H67F2N2O13.

Calculated values
HOMO-LUMO gap	7.7	eV
highest occupied orbital energy	-0.3951	Eh
charge	+1

XYZ file:
```
121
Properties=species:S:1:pos:R:3:lowdin_charge:R:1
C -0.091 2.172 -1.772 0.08
C -0.797 1.955 -0.675 -0.10
C -0.339 1.029 0.440 -0.40
C 0.657 1.844 1.285 -0.06
C 0.090 3.125 1.930 -0.23
O 0.720 4.282 1.422 -0.04
O 0.404 -0.088 -0.031 -0.02
C -0.242 -0.933 -0.967 -0.19
C 0.553 -2.238 -0.948 0.00
C 0.566 -2.910 0.393 -0.43
O -0.280 -3.567 0.904 0.15
F 1.716 -2.685 1.055 0.12
C -1.803 -1.085 -0.759 -0.27
C -2.569 -0.317 -1.870 -0.09
C -3.763 -1.015 -2.525 -0.14
C -4.216 -0.180 -3.725 -0.18
F -3.471 -0.568 -4.839 -0.05
O -2.048 -2.476 -0.963 -0.07
N -2.953 -3.114 -0.055 0.02
O -3.121 -4.212 -0.362 0.15
N -2.256 -0.677 0.634 0.09
C -3.742 -0.387 0.690 -0.11
C -4.368 -0.477 2.085 -0.14
C -4.460 0.862 2.822 -0.16
C -5.216 1.924 2.020 -0.23
O -4.268 2.914 1.605 -0.07
C -1.504 0.501 1.292 -0.13
C -1.119 0.124 2.723 -0.12
C -0.057 -0.954 2.923 -0.14
C 0.379 -0.970 4.392 -0.15
O 1.669 -1.559 4.527 -0.01
C 2.709 -0.701 4.305 -0.51
C 3.705 -1.206 3.310 0.03
O 2.774 0.365 4.847 0.12
H 0.794 1.585 -1.984 0.09
H -0.382 2.965 -2.446 0.08
H -1.737 2.473 -0.509 0.12
H 1.167 1.210 2.009 0.11
H 1.410 2.169 0.567 0.14
H -0.989 3.202 1.761 0.11
H 0.214 3.059 3.014 0.12
H 1.306 4.644 2.092 0.10
H -0.096 -0.523 -1.966 0.14
H 0.252 -2.916 -1.746 0.12
H 1.582 -1.949 -1.172 0.11
H -2.841 0.684 -1.544 0.11
H -1.859 -0.147 -2.678 0.13
H -3.458 -1.961 -2.966 0.09
H -4.649 -1.152 -1.905 0.11
H -5.269 -0.328 -3.955 0.12
H -4.005 0.883 -3.588 0.12
H -2.117 -1.460 1.278 0.15
H -4.230 -1.110 0.051 0.10
H -3.904 0.594 0.254 0.12
H -3.873 -1.243 2.690 0.12
H -5.382 -0.854 1.939 0.13
H -3.479 1.260 3.072 0.10
H -4.982 0.689 3.764 0.12
H -5.670 1.476 1.131 0.12
H -6.008 2.364 2.629 0.12
H -4.560 3.264 0.754 0.07
H -2.224 1.316 1.379 0.12
H -0.840 1.046 3.235 0.12
H -2.011 -0.221 3.253 0.11
H 0.835 -0.784 2.326 0.10
H -0.461 -1.940 2.685 0.11
H -0.303 -1.544 5.016 0.14
H 0.419 0.056 4.766 0.12
H 3.656 -2.285 3.190 0.09
H 4.708 -0.915 3.612 0.09
H 3.500 -0.748 2.340 0.09
C -1.994 -3.913 -4.179 -0.01
C -0.573 -4.108 -4.644 -0.48
O 0.354 -3.769 -3.941 0.06
C -0.363 -4.727 -5.999 -0.01
H -1.967 -3.459 -3.193 0.05
H -2.525 -3.255 -4.871 0.09
H -2.521 -4.866 -4.122 0.10
H -0.839 -4.114 -6.766 0.09
H -0.814 -5.720 -6.029 0.09
H 0.701 -4.807 -6.206 0.09
C 5.497 -0.974 -3.356 -0.01
C 4.240 -1.742 -3.036 -0.49
O 3.730 -1.680 -1.936 0.05
C 3.660 -2.586 -4.138 -0.01
H 5.816 -0.411 -2.482 0.08
H 6.286 -1.666 -3.655 0.07
H 5.316 -0.287 -4.184 0.09
H 4.395 -3.329 -4.456 0.08
H 3.415 -1.957 -4.996 0.09
H 2.759 -3.088 -3.793 0.06
C 3.698 2.871 6.335 -0.04
C 3.818 4.341 6.653 -0.51
O 4.375 5.109 5.904 0.07
C 3.201 4.810 7.950 -0.03
H 4.180 2.661 5.385 0.07
H 4.170 2.275 7.118 0.09
H 2.649 2.582 6.275 0.07
H 3.661 4.290 8.792 0.08
H 2.132 4.590 7.958 0.08
H 3.351 5.881 8.061 0.08
C 9.252 -4.811 -5.740 -0.02
C 8.092 -4.392 -4.873 -0.50
O 6.977 -4.255 -5.323 0.06
C 8.388 -4.146 -3.413 -0.02
H 8.912 -4.955 -6.763 0.08
H 10.030 -4.047 -5.721 0.09
H 9.681 -5.742 -5.367 0.09
H 9.129 -3.352 -3.312 0.09
H 8.783 -5.050 -2.948 0.09
H 7.471 -3.855 -2.906 0.07
C -7.570 6.279 -0.269 -0.02
C -6.108 5.979 -0.066 -0.50
O -5.500 5.235 -0.807 0.05
C -5.428 6.646 1.102 -0.02
H -7.938 5.745 -1.141 0.08
H -8.139 5.973 0.611 0.09
H -7.717 7.350 -0.414 0.09
H -5.909 6.348 2.036 0.09
H -5.494 7.730 1.008 0.09
H -4.382 6.349 1.125 0.08
```



(3)
Density functional theory data (ωB97M-V/def2-TZVPD) for a molecular structure, C38H38F5N2O5SSeSn at a distorted geometry.

Calculated values
HOMO-LUMO gap (alpha / beta)	3.0 / 4.5	eV
highest occupied orbital energy (alpha / beta)	-0.3682 / -0.3683	Eh
energy above the lowest of the compared OMol25 structures with the same formula, charge and spin	103.7	kcal/mol
charge	+1

XYZ file:
```
91
Properties=species:S:1:pos:R:3:lowdin_charge:R:1
Sn -0.019 -0.165 -0.313 1.30
C 3.634 -0.757 -1.731 -0.02
C 3.091 -0.877 -0.340 -0.24
C 3.151 0.209 0.551 -0.23
C 3.677 1.527 0.060 -0.04
C 2.732 0.047 1.879 -0.19
C 3.029 1.114 2.900 -0.03
C 2.090 -1.143 2.260 -0.20
C 1.465 -1.274 3.621 -0.04
C 2.054 -2.237 1.378 -0.22
C 1.514 -3.571 1.817 -0.03
C 2.603 -2.119 0.096 -0.22
C 2.714 -3.305 -0.820 -0.02
H 4.673 -1.086 -1.749 0.11
H 3.602 0.264 -2.097 0.08
H 3.072 -1.382 -2.418 0.08
H 4.699 1.433 -0.304 0.10
H 3.648 2.286 0.833 0.07
H 3.059 1.883 -0.773 0.06
H 2.259 1.884 2.923 0.10
H 3.980 1.592 2.683 0.08
H 3.115 0.681 3.891 0.08
H 2.067 -1.920 4.260 0.11
H 0.472 -1.712 3.534 0.06
H 1.349 -0.309 4.103 0.08
H 2.340 -4.269 1.952 0.10
H 0.835 -3.970 1.067 0.07
H 0.981 -3.517 2.755 0.07
H 2.034 -3.205 -1.668 0.09
H 2.480 -4.233 -0.312 0.07
H 3.725 -3.382 -1.213 0.10
C -4.408 -3.580 0.923 -0.05
C -3.996 -2.875 2.213 -0.24
N -4.165 -1.441 2.098 -0.12
C -5.448 -0.910 2.528 -0.19
C -5.389 -0.505 3.997 -0.05
C -3.228 -0.626 1.640 -0.60
S -1.662 -1.368 1.297 0.77
N -3.538 0.646 1.537 0.12
C -2.788 1.614 1.044 -0.40
O -1.632 1.467 0.560 -0.34
C -3.411 2.957 1.082 -0.13
C -4.705 3.121 1.581 -0.01
C -5.282 4.376 1.605 -0.06
C -4.587 5.479 1.138 -0.06
C -3.301 5.326 0.639 -0.06
C -2.727 4.071 0.616 -0.03
H -4.264 -4.652 1.027 0.08
H -3.807 -3.226 0.089 0.06
H -5.454 -3.392 0.696 0.08
H -2.950 -3.093 2.439 0.08
H -4.613 -3.221 3.044 0.13
H -6.201 -1.683 2.375 0.13
H -5.694 -0.049 1.907 0.11
H -5.096 -1.349 4.617 0.08
H -6.363 -0.160 4.327 0.08
H -4.668 0.296 4.134 0.07
H -5.241 2.259 1.942 0.10
H -6.284 4.497 1.990 0.11
H -5.038 6.460 1.159 0.11
H -2.753 6.179 0.271 0.11
H -1.719 3.951 0.223 0.02
F 2.507 8.191 -2.158 0.17
C 2.051 7.005 -1.783 -0.10
C 2.243 6.566 -0.469 -0.13
F 2.881 7.338 0.406 0.14
C 1.753 5.325 -0.090 -0.24
F 1.924 4.879 1.155 0.09
C 1.069 4.502 -0.986 -0.43
Se 0.279 2.877 -0.408 1.04
C 0.892 4.960 -2.293 -0.24
F 0.240 4.175 -3.145 0.11
C 1.376 6.196 -2.701 -0.13
F 1.193 6.616 -3.949 0.15
O -1.854 -1.196 -4.019 0.12
C -1.250 -1.696 -3.105 -0.58
O -0.759 -1.050 -2.088 -0.27
C -0.965 -3.180 -3.063 -0.14
C -0.862 -3.833 -1.838 -0.06
C -0.573 -5.186 -1.756 0.01
C -0.366 -5.854 -2.945 -0.20
O -0.028 -7.148 -3.155 0.05
C 0.034 -7.319 -4.556 -0.14
O -0.253 -6.088 -5.179 0.05
C -0.491 -5.199 -4.184 -0.19
C -0.809 -3.863 -4.269 0.08
H -1.025 -3.258 -0.934 0.07
H -0.522 -5.702 -0.814 0.12
H -0.696 -8.084 -4.866 0.14
H 1.041 -7.655 -4.851 0.14
H -0.921 -3.363 -5.215 0.14
```



(4)
Density functional theory data (ωB97M-V/def2-TZVPD) for a single C4H9NO molecule.

Calculated values
HOMO-LUMO gap	10.7	eV
highest occupied orbital energy	-0.3602	Eh
SMILES	CCCNC=O
energy above the lowest of the compared OMol25 structures with the same formula, charge and spin	10.2	kcal/mol
charge	0

XYZ file:
```
15
Properties=species:S:1:pos:R:3:lowdin_charge:R:1
C -1.703 0.582 0.341 -0.12
C -0.947 -0.383 -0.567 -0.25
C 0.287 -0.998 0.092 -0.21
N 1.261 -0.017 0.541 0.01
C 2.066 0.652 -0.323 -0.37
O 2.031 0.529 -1.533 0.01
H -2.576 1.004 -0.167 0.07
H -2.057 0.080 1.250 0.07
H -1.061 1.417 0.644 0.07
H -0.625 0.123 -1.483 0.10
H -1.605 -1.208 -0.868 0.11
H 0.784 -1.676 -0.609 0.12
H -0.006 -1.580 0.973 0.12
H 1.370 0.137 1.531 0.13
H 2.782 1.336 0.180 0.13
```